The following is a DFT calculation (the ωB97M-V functional and the def2-TZVPD basis) of 8 unconnected molecules or ions with the total composition C74H166F6N5P3.

Each line ends with the Mulliken charge.
Geometry (Å):
1 C 2.914 -19.881 2.136  -1.371
2 C 2.114 -20.474 0.970  -0.431
3 C 2.920 -21.110 -0.168  -0.447
4 C 1.959 -21.406 -1.397  -1.319
5 P 2.544 -21.851 -3.063  0.182
6 C 3.325 -20.505 -3.890  -0.778
7 C 2.315 -19.554 -4.462  -0.515
8 C 2.879 -18.246 -5.046  -0.603
9 C 1.807 -17.148 -5.134  -1.281
10 C 1.094 -22.385 -4.086  -1.168
11 C 1.552 -22.971 -5.504  -0.783
12 C 0.293 -23.706 -6.169  -0.613
13 C 0.525 -24.317 -7.539  -1.193
14 C 3.717 -23.197 -2.915  -0.862
15 C 3.118 -24.306 -2.021  -0.689
16 C 4.081 -25.414 -2.115  -0.448
17 C 3.393 -26.748 -1.706  -1.375
18 H 2.171 -19.542 2.858  0.366
19 H 3.539 -19.025 1.882  0.361
20 H 3.594 -20.551 2.663  0.330
21 H 1.418 -19.712 0.621  0.361
22 H 1.474 -21.252 1.385  0.312
23 H 3.360 -22.036 0.200  0.262
24 H 3.752 -20.491 -0.506  0.442
25 H 1.567 -20.496 -1.850  0.507
26 H 1.078 -21.995 -1.141  0.706
27 H 3.818 -20.930 -4.764  0.517
28 H 4.071 -20.125 -3.192  0.681
29 H 1.500 -19.337 -3.772  0.363
30 H 1.835 -20.079 -5.288  0.165
31 H 3.424 -18.177 -5.987  0.426
32 H 3.607 -17.873 -4.325  0.350
33 H 1.165 -17.395 -5.980  0.335
34 H 2.156 -16.166 -5.453  0.399
35 H 1.100 -17.211 -4.308  0.275
36 H 0.448 -21.512 -4.173  0.736
37 H 0.543 -23.160 -3.552  0.734
38 H 2.440 -23.601 -5.547  0.429
39 H 1.957 -22.251 -6.216  0.374
40 H -0.480 -22.941 -6.234  0.318
41 H -0.083 -24.460 -5.477  0.379
42 H 0.772 -25.376 -7.461  0.303
43 H 1.285 -23.702 -8.022  0.339
44 H -0.430 -24.295 -8.064  0.353
45 H 4.616 -22.792 -2.450  0.573
46 H 3.758 -23.631 -3.914  0.585
47 H 2.137 -24.701 -2.286  0.432
48 H 2.964 -24.070 -0.968  0.185
49 H 4.912 -25.088 -1.490  0.362
50 H 4.381 -25.593 -3.147  0.351
51 H 3.908 -27.696 -1.859  0.388
52 H 2.537 -26.810 -2.377  0.375
53 H 2.883 -26.572 -0.758  0.326
54 C -3.622 -12.455 -8.433  -1.144
55 C -2.434 -11.934 -7.627  -0.705
56 C -2.470 -12.263 -6.076  -0.679
57 C -3.782 -11.929 -5.344  -1.064
58 P -3.763 -11.931 -3.550  1.056
59 C -5.486 -12.088 -2.862  -0.847
60 C -6.522 -11.039 -3.400  -0.789
61 C -7.885 -11.082 -2.685  -0.656
62 C -7.967 -10.176 -1.400  -1.129
63 C -2.615 -13.284 -3.041  -1.155
64 C -3.225 -14.619 -3.098  -0.365
65 C -2.433 -15.682 -2.328  -0.482
66 C -3.009 -17.091 -2.414  -1.216
67 C -2.944 -10.373 -2.936  -1.056
68 C -1.605 -9.902 -3.603  -0.705
69 C -1.088 -8.672 -2.805  -0.232
70 C 0.408 -8.648 -2.730  -1.534
71 H -3.532 -12.309 -9.510  0.389
72 H -4.535 -12.032 -8.013  0.270
73 H -3.683 -13.525 -8.233  0.298
74 H -2.381 -10.863 -7.822  0.344
75 H -1.487 -12.339 -7.984  0.440
76 H -1.621 -11.741 -5.635  0.232
77 H -2.220 -13.319 -5.973  0.287
78 H -4.626 -12.573 -5.588  0.722
79 H -4.170 -10.939 -5.586  0.597
80 H -5.586 -12.088 -1.777  0.365
81 H -5.787 -13.041 -3.297  0.520
82 H -6.682 -11.316 -4.442  0.327
83 H -6.084 -10.041 -3.378  0.495
84 H -8.205 -12.110 -2.512  0.317
85 H -8.566 -10.466 -3.273  0.350
86 H -7.571 -9.174 -1.563  0.321
87 H -7.239 -10.701 -0.782  0.273
88 H -8.974 -10.130 -0.985  0.355
89 H -2.372 -13.018 -2.012  0.582
90 H -1.705 -13.290 -3.641  0.672
91 H -3.065 -14.926 -4.132  0.100
92 H -4.290 -14.581 -2.868  0.240
93 H -2.303 -15.319 -1.309  0.400
94 H -1.397 -15.695 -2.666  0.294
95 H -3.166 -17.360 -3.459  0.380
96 H -3.783 -17.162 -1.650  0.165
97 H -2.318 -17.892 -2.148  0.378
98 H -2.833 -10.609 -1.878  0.654
99 H -3.707 -9.622 -3.141  0.456
100 H -1.649 -9.637 -4.659  0.346
101 H -0.871 -10.705 -3.541  0.370
102 H -1.377 -8.628 -1.756  0.315
103 H -1.322 -7.732 -3.304  0.324
104 H 0.962 -8.736 -3.664  0.371
105 H 0.824 -9.550 -2.280  0.377
106 H 0.881 -7.804 -2.226  0.378
107 C -8.471 -19.713 5.776  -1.214
108 C -9.618 -18.742 5.454  -0.700
109 C -9.256 -17.848 4.183  -0.602
110 C -8.980 -18.599 2.974  -0.752
111 N -8.426 -17.782 1.786  0.166
112 C -9.434 -16.656 1.319  -0.632
113 C -9.215 -16.479 -0.189  -0.492
114 C -8.652 -17.842 -0.646  -0.617
115 C -8.610 -18.764 0.612  -0.730
116 C -7.008 -17.251 2.042  -0.954
117 H -8.651 -20.005 6.810  0.391
118 H -7.420 -19.438 5.675  0.308
119 H -8.529 -20.692 5.301  0.318
120 H -9.764 -18.174 6.372  0.414
121 H -10.636 -19.131 5.417  0.446
122 H -8.254 -17.540 4.482  0.304
123 H -9.932 -17.001 4.068  0.392
124 H -9.885 -19.052 2.569  0.292
125 H -8.269 -19.411 3.127  0.585
126 H -9.180 -15.710 1.797  0.422
127 H -10.479 -16.932 1.454  0.361
128 H -8.567 -15.626 -0.389  0.261
129 H -10.066 -16.334 -0.854  0.323
130 H -7.696 -17.713 -1.155  0.273
131 H -9.342 -18.205 -1.408  0.401
132 H -7.787 -19.475 0.548  0.497
133 H -9.537 -19.337 0.654  0.408
134 H -6.384 -18.005 2.520  0.290
135 H -7.249 -16.385 2.659  0.400
136 H -6.669 -17.086 1.019  0.440
137 C -1.638 -17.472 6.025  -1.195
138 C -2.438 -17.476 7.339  -0.633
139 C -2.586 -18.748 8.161  -0.109
140 C -1.283 -19.245 8.771  -0.999
141 N -1.424 -20.434 9.790  0.184
142 C -2.195 -21.664 9.203  -0.649
143 C -1.629 -22.870 9.946  -0.677
144 C -0.276 -22.344 10.610  -0.688
145 C 0.002 -20.940 10.077  -0.508
146 C -2.212 -19.840 11.001  -0.916
147 H -1.794 -18.305 5.340  0.269
148 H -0.595 -17.430 6.338  0.307
149 H -1.809 -16.628 5.357  0.381
150 H -3.431 -17.188 6.996  0.352
151 H -1.959 -16.641 7.850  0.289
152 H -2.912 -19.642 7.628  0.349
153 H -3.321 -18.620 8.957  0.266
154 H -0.774 -18.450 9.316  0.465
155 H -0.538 -19.483 8.012  0.353
156 H -3.284 -21.652 9.183  0.377
157 H -1.827 -21.713 8.178  0.455
158 H -2.290 -23.352 10.666  0.374
159 H -1.494 -23.520 9.081  0.326
160 H -0.439 -22.380 11.687  0.334
161 H 0.517 -23.048 10.359  0.401
162 H 0.253 -20.146 10.781  0.420
163 H 0.523 -20.805 9.129  0.345
164 H -3.223 -19.498 10.778  0.313
165 H -1.664 -18.993 11.415  0.392
166 H -2.190 -20.604 11.779  0.428
167 C -5.542 -33.088 8.216  -1.222
168 C -5.922 -32.087 7.062  -0.238
169 C -4.847 -31.269 6.477  -0.951
170 N -5.194 -30.050 5.510  0.101
171 C -5.931 -28.841 6.249  -0.879
172 C -6.034 -30.541 4.293  -0.549
173 C -5.647 -29.484 3.250  -0.671
174 C -4.131 -29.448 3.306  -0.533
175 C -3.845 -29.578 4.808  -0.478
176 H -5.777 -34.141 8.063  0.350
177 H -6.194 -32.938 9.076  0.323
178 H -4.489 -32.989 8.479  0.365
179 H -6.792 -31.446 7.204  0.386
180 H -6.115 -32.769 6.233  0.263
181 H -4.168 -31.874 5.876  0.364
182 H -4.272 -30.689 7.199  0.495
183 H -5.142 -28.343 6.814  0.336
184 H -6.891 -29.112 6.687  0.325
185 H -6.144 -28.168 5.419  0.402
186 H -7.102 -30.565 4.510  0.332
187 H -5.782 -31.596 4.182  0.407
188 H -6.113 -28.519 3.448  0.285
189 H -6.006 -29.772 2.262  0.424
190 H -3.708 -28.574 2.810  0.357
191 H -3.564 -30.215 2.780  0.353
192 H -3.508 -28.667 5.302  0.376
193 H -3.101 -30.367 4.914  0.278
194 C -8.579 -24.504 -1.172  -1.364
195 C -8.559 -25.297 -2.558  -0.267
196 C -9.024 -24.444 -3.732  -0.679
197 N -8.845 -25.151 -5.107  -0.023
198 C -9.748 -26.432 -5.160  -0.990
199 C -9.183 -24.154 -6.260  -0.372
200 C -8.531 -24.825 -7.467  -0.901
201 C -7.366 -25.718 -6.979  -0.540
202 C -7.376 -25.642 -5.527  -0.693
203 H -9.459 -23.930 -0.882  0.368
204 H -7.738 -23.811 -1.148  0.376
205 H -8.564 -25.324 -0.453  0.357
206 H -9.275 -26.106 -2.412  0.367
207 H -7.538 -25.646 -2.707  0.252
208 H -8.405 -23.549 -3.677  0.338
209 H -10.096 -24.262 -3.652  0.411
210 H -9.730 -26.727 -6.209  0.464
211 H -10.712 -26.077 -4.795  0.355
212 H -9.282 -27.157 -4.492  0.389
213 H -10.271 -24.099 -6.275  0.441
214 H -8.592 -23.265 -6.039  0.387
215 H -9.225 -25.443 -8.037  0.316
216 H -8.175 -24.142 -8.237  0.404
217 H -7.576 -26.760 -7.220  0.345
218 H -6.359 -25.430 -7.282  0.348
219 H -7.229 -26.562 -4.962  0.449
220 H -6.716 -24.975 -4.971  0.464
221 C 1.750 -24.277 5.674  -1.318
222 C 3.069 -24.969 6.265  -0.291
223 C 3.494 -26.132 5.422  -0.834
224 N 4.936 -26.629 5.728  0.365
225 C 5.204 -26.803 7.215  -1.157
226 C 6.023 -25.626 5.197  -0.572
227 C 7.139 -26.406 4.469  -0.669
228 C 6.261 -27.519 3.831  -0.587
229 C 5.358 -27.929 4.979  -0.553
230 H 1.648 -23.201 5.812  0.355
231 H 0.938 -24.912 6.030  0.354
232 H 1.886 -24.444 4.606  0.340
233 H 2.982 -25.187 7.330  0.406
234 H 3.790 -24.171 6.089  0.345
235 H 3.630 -25.983 4.351  0.467
236 H 2.901 -27.003 5.704  0.330
237 H 5.109 -25.858 7.749  0.391
238 H 6.231 -27.133 7.375  0.496
239 H 4.579 -27.623 7.571  0.359
240 H 6.471 -25.104 6.042  0.323
241 H 5.537 -24.799 4.681  0.443
242 H 7.843 -26.921 5.123  0.310
243 H 7.670 -25.770 3.761  0.348
244 H 6.828 -28.393 3.509  0.417
245 H 5.660 -27.218 2.973  0.292
246 H 6.118 -28.412 5.594  0.347
247 H 4.501 -28.560 4.742  0.296
248 P -4.200 -22.887 3.684  1.221
249 F -5.612 -22.833 4.460  -0.339
250 F -3.415 -21.873 4.629  -0.343
251 F -3.726 -23.938 4.860  -0.408
252 F -2.698 -23.075 3.044  -0.391
253 F -4.635 -24.189 2.790  -0.375
254 F -4.665 -21.805 2.501  -0.375

* charge: +6
* M: 1333.09 g/mol
* energy above the lowest of the compared OMol25 structures with the same formula, charge and spin: 0.00 kJ/mol



The following is a DFT calculation (the ωB97M-V functional and the def2-TZVPD basis) of a molecular structure, C7H11O5Rb.

Each line ends with the Mulliken charge.
Geometry (Å):
1 O 2.288 0.999 -0.466  -0.483
2 C 1.782 1.585 0.471  -0.163
3 C 1.325 0.807 1.693  0.078
4 O 1.841 -0.429 1.755  -0.984
5 C -1.750 0.042 -0.269  -0.703
6 C -1.111 -0.101 -1.632  -0.524
7 O -0.199 -1.178 -1.634  -0.200
8 C 0.341 -1.487 -2.900  -0.870
9 H 1.386 2.618 0.359  0.323
10 H -2.528 0.818 -0.321  0.349
11 H -2.150 -0.926 0.059  0.304
12 H -1.911 -0.332 -2.354  0.449
13 H -0.572 0.810 -1.936  0.317
14 H 0.448 -2.578 -2.983  0.255
15 H -0.301 -1.137 -3.723  0.332
16 H 1.333 -1.022 -2.985  0.329
17 O -0.800 0.461 0.650  -0.190
18 C -0.233 0.861 1.837  -0.036
19 C -0.637 -0.068 2.953  -0.069
20 O -0.944 -1.226 2.779  -0.486
21 Rb 1.453 -2.065 0.069  0.964
22 H -0.543 1.891 2.085  0.296
23 H -0.215 0.241 3.935  0.363
24 H 1.696 1.416 2.559  0.348

* calculated total energy: -673.493312 a.u.
* M: 260.63 g/mol



The following is a DFT calculation (the ωB97M-V functional and the def2-TZVPD basis) of a gas-phase ion, C4H8NO (charge +1).

Each line ends with the Mulliken charge.
Geometry (Å):
1 C 2.221 0.918 0.238  -0.195
2 C -1.604 1.495 -0.022  -0.791
3 C -0.156 0.346 -0.155  0.650
4 C -0.281 -2.023 -0.159  -0.661
5 N 1.154 0.428 -0.256  -0.233
6 O -0.832 -0.735 -0.263  -0.245
7 H 2.308 0.943 1.324  0.283
8 H 3.094 0.862 -0.301  0.311
9 H -1.994 1.936 -0.903  0.327
10 H -1.335 2.277 0.567  0.364
11 H -2.178 0.673 0.304  0.317
12 H -0.774 -2.667 -0.892  0.248
13 H -0.416 -2.437 0.843  0.294
14 H 0.793 -2.015 -0.325  0.332

* charge: +1
* M: 86.11 g/mol
* SMILES: C=[N+]=C(C)OC
* energy above the lowest of the compared OMol25 structures with the same formula, charge and spin: 296.60 kJ/mol



The following is a DFT calculation (the ωB97M-V functional and the def2-TZVPD basis) of 2 unconnected molecules or ions with the total composition C4H10NO3.

Each line ends with the Löwdin spin population.
Geometry (Å):
1 O -0.900 -1.059 1.854  0.316
2 C 0.122 -0.476 1.447  0.312
3 C 0.355 -0.279 -0.031  0.103
4 C 1.839 0.149 -0.182  0.034
5 C 2.234 0.164 -1.610  0.019
6 O 1.413 0.149 -2.507  0.035
7 N -0.708 0.682 -0.599  0.068
8 H 0.887 -0.031 2.124  0.032
9 H 0.144 -1.282 -0.394  0.016
10 H 2.164 1.195 -0.001  0.004
11 H 2.306 -0.619 0.459  0.008
12 H 3.305 0.378 -1.843  0.001
13 H -0.675 0.602 -1.626  0.016
14 H -1.592 0.236 -0.330  0.005
15 H -0.616 1.657 -0.310  0.020
16 H -3.957 0.798 1.494  0.000
17 H -3.431 -0.605 1.300  0.000
18 O -3.141 0.320 1.351  0.010

* ⟨S²⟩: 0.75
* spin multiplicity: 2
* M: 120.13 g/mol
* energy above the lowest of the compared OMol25 structures with the same formula, charge and spin: 258.19 kJ/mol